Record 1
43
Properties=species:S:1:pos:R:3:forces:R:3:mulliken_charge:R:1 method="wB97M-V/def2-TZVPD" homo_lumo_gap_ev=8.6 homo_energy_ev=-6.22 total_charge=-1
Pd -0.676 1.308 -1.047 0.1 0.0 0.0 0.477
O -1.753 3.040 -1.196 -0.1 0.0 -0.1 -0.781
S -2.532 2.527 -2.414 -0.2 -0.1 0.0 1.458
O -2.626 3.509 -3.456 0.1 0.0 0.0 -0.618
O -3.802 1.957 -1.991 0.0 0.1 0.0 -0.653
O -1.590 1.364 -2.828 0.1 0.0 0.0 -0.711
C -4.702 -2.470 -1.737 0.0 0.0 0.0 -1.294
C -3.957 -1.150 -1.859 0.0 0.0 0.0 -0.232
N -2.504 -1.319 -1.778 0.0 0.0 0.0 -0.045
C -1.659 -1.124 -0.769 0.0 0.0 0.0 0.465
S 0.032 -0.937 -1.169 0.0 0.0 0.0 -0.438
N -1.981 -1.080 0.529 -0.1 -0.1 0.0 -0.038
C -3.270 -0.819 1.171 0.0 0.1 0.0 -0.464
C -3.598 0.668 1.227 0.0 0.0 0.0 -0.552
H -5.775 -2.306 -1.841 0.0 0.0 0.0 0.364
H -4.519 -2.948 -0.773 0.0 0.0 0.0 0.258
H -4.385 -3.166 -2.515 0.0 0.0 0.0 0.381
H -4.290 -0.413 -1.136 0.0 0.0 0.0 0.082
H -4.146 -0.682 -2.823 0.0 0.0 0.0 0.453
H -2.023 -1.207 -2.658 0.0 0.0 0.0 0.274
H -1.186 -0.764 1.070 0.0 0.0 0.0 0.173
H -3.187 -1.228 2.180 0.0 0.0 0.0 0.418
H -4.048 -1.392 0.674 0.0 0.0 0.0 0.023
H -2.811 1.206 1.758 0.0 0.0 0.0 0.172
H -4.543 0.824 1.750 0.0 0.0 0.0 0.404
H -3.671 1.108 0.230 0.0 0.0 0.0 -0.009
F 5.815 -0.398 2.181 0.0 0.0 0.0 -0.322
C 4.968 0.452 2.780 0.0 0.0 0.0 0.309
C 3.668 0.464 2.470 0.0 0.0 0.0 -0.113
N 2.774 1.312 3.081 0.0 0.0 0.0 0.181
C 1.367 1.262 2.707 0.0 0.0 0.0 -0.984
C 1.140 1.417 1.197 0.0 0.0 0.0 0.802
O -0.105 1.357 0.909 -0.2 0.0 0.1 -0.531
O 2.081 1.545 0.435 0.2 0.0 -0.1 -0.648
C 3.184 2.227 4.026 0.0 -0.1 0.1 0.491
O 2.440 2.989 4.607 0.0 0.0 0.0 -0.653
N 4.541 2.191 4.301 0.0 0.0 0.0 -0.071
C 5.522 1.363 3.762 0.0 0.0 0.0 0.271
O 6.679 1.435 4.118 0.0 0.0 0.0 -0.642
H 3.263 -0.189 1.712 0.0 0.0 0.0 0.474
H 0.856 2.059 3.237 0.0 0.0 0.0 0.421
H 0.935 0.310 3.026 0.0 0.0 0.0 0.229
H 4.850 2.855 4.995 0.0 0.0 0.0 0.219

---

Record 2
17
Properties=species:S:1:pos:R:3:forces:R:3:mulliken_charge:R:1 method="wB97M-V/def2-TZVPD" homo_lumo_gap_ev="8.3 / 8.6" homo_energy_ev="-11.15 / -15.79" total_charge=+1 multiplicity=3
C -0.389 0.414 0.050 1.2 1.5 0.5 -0.103
C 1.041 0.251 0.018 -2.3 3.7 0.5 1.023
C 1.645 -0.971 -0.199 1.1 -2.1 -0.4 -0.569
C 1.801 1.518 0.270 -0.5 -3.6 4.2 -1.418
C -2.647 -0.483 0.246 -1.4 0.8 -1.6 -0.752
N -1.230 -0.602 -0.043 -0.2 -3.2 -0.5 -0.102
O 2.960 -1.073 -0.303 -1.1 4.3 1.3 -0.360
H -0.872 1.389 0.314 0.9 -0.9 -0.4 0.228
H 1.067 -1.848 -0.351 -0.3 -0.7 -0.1 0.344
H 1.299 2.345 -0.036 -1.7 2.5 -0.3 0.452
H 2.715 1.520 -0.146 3.3 -0.2 -1.7 0.468
H 2.096 1.465 1.443 -1.0 0.5 -2.3 0.315
H -3.375 -1.096 -0.449 1.8 1.4 1.0 0.273
H -2.814 -0.838 1.230 -0.3 -0.4 1.1 0.361
H -2.878 0.627 0.243 -0.1 -1.5 -0.2 0.275
H -0.859 -1.588 -0.141 -0.7 1.8 0.1 0.209
H 3.253 -1.880 -0.573 1.2 -3.8 -1.2 0.355

---

Record 3
11
Properties=species:S:1:pos:R:3:forces:R:3:mulliken_charge:R:1 method="wB97M-V/def2-TZVPD" homo_lumo_gap_ev="7.0 / 5.5" homo_energy_ev="-9.21 / -7.99" total_charge=0
C -1.520 -1.360 0.387 2.0 2.7 0.3 -1.022
C 1.561 1.592 -0.774 1.9 2.2 -0.3 -0.954
F 1.954 -1.694 0.962 -1.1 0.5 -0.9 -0.696
P -0.368 -0.644 -0.846 1.1 -0.3 1.5 0.356
S 0.254 0.909 0.265 0.6 -0.1 -0.7 0.125
H -2.453 -1.315 0.030 -3.7 -0.1 -2.0 0.471
H -1.646 -0.797 1.294 0.8 0.1 0.7 0.311
H -1.272 -2.341 0.518 0.9 -2.6 0.6 0.324
H 2.220 0.984 -1.367 -0.1 -1.5 0.4 0.371
H 2.318 2.232 -0.222 -1.2 -1.0 0.3 0.314
H 1.286 2.299 -1.548 -1.2 0.2 0.1 0.401

---

Calculated energy above the lowest of the compared OMol25 structures with the same formula, charge and spin (kJ/mol), listed in the same order as above: 0.00; 0.00; 460.45